Record 1
Formula: C44H44BrHfN4O6
Source: the Open Molecules 2025 dataset
Level of theory: wB97M-V/def2-TZVPD

Structure (ORCA input):
```
! wB97M-V def2-TZVPD RIJCOSX def2/J DEFGRID3
* xyz 1 1
Hf -0.706 -0.084 0.227
O -1.237 3.311 3.473
C -0.842 2.362 2.659
O -1.588 1.636 2.022
C 0.621 2.178 2.518
C 1.607 2.858 3.217
C 2.933 2.539 2.942
C 3.220 1.594 1.970
C 2.159 0.992 1.298
N 0.891 1.260 1.582
C 2.293 0.009 0.132
O 3.300 -0.642 -0.017
O 1.222 -0.010 -0.575
H -2.206 3.405 3.478
H 1.335 3.599 3.951
H 3.729 3.039 3.470
H 4.231 1.325 1.702
C -6.804 0.805 -4.790
C -5.419 0.172 -4.925
C -5.591 -1.355 -4.965
C -4.747 0.654 -6.218
C -4.513 0.519 -3.757
C -3.260 -0.065 -3.716
C -2.419 0.223 -2.668
Br -0.675 -0.614 -2.658
C -2.729 1.053 -1.586
O -1.807 1.267 -0.635
C -4.017 1.648 -1.629
C -4.846 1.372 -2.710
C -4.488 2.581 -0.516
C -5.903 3.138 -0.712
C -3.525 3.776 -0.448
C -4.479 1.793 0.800
H -7.440 0.477 -5.608
H -6.752 1.890 -4.822
H -7.272 0.496 -3.858
H -6.276 -1.639 -5.759
H -5.995 -1.714 -4.022
H -4.649 -1.863 -5.144
H -5.347 0.379 -7.081
H -3.762 0.213 -6.335
H -4.631 1.734 -6.210
H -2.927 -0.745 -4.482
H -5.805 1.852 -2.735
H -5.968 3.752 -1.604
H -6.150 3.767 0.141
H -6.652 2.351 -0.759
H -3.499 4.285 -1.409
H -2.517 3.446 -0.213
H -3.853 4.488 0.308
H -5.160 0.946 0.743
H -4.784 2.432 1.627
H -3.485 1.408 0.997
C 0.536 -8.407 3.682
C 1.211 -7.907 2.445
C 2.544 -8.191 2.183
C 3.165 -7.696 1.052
C 2.460 -6.902 0.151
N 3.140 -6.419 -0.979
C 2.855 -5.412 -1.845
O 3.330 -5.367 -2.954
N 1.958 -4.405 -1.442
C 1.799 -3.763 -0.243
C 2.599 -3.968 0.887
C 2.329 -3.236 2.026
C 1.303 -2.305 2.026
N 0.528 -2.087 0.957
C 0.765 -2.825 -0.127
C 1.111 -6.651 0.382
C 0.505 -7.146 1.521
H 1.166 -9.110 4.219
H -0.403 -8.895 3.431
H 0.311 -7.571 4.345
H 3.104 -8.812 2.866
H 4.203 -7.929 0.861
H 3.891 -7.013 -1.311
H 1.626 -3.890 -2.251
H 3.424 -4.659 0.864
H 2.929 -3.380 2.910
H 1.086 -1.727 2.916
H 0.103 -2.676 -0.970
H 0.529 -6.094 -0.335
H -0.544 -6.951 1.688
C -4.084 -0.976 4.395
C -2.749 -0.605 4.166
C -2.176 -0.829 2.943
C -2.911 -1.397 1.877
C -2.364 -1.457 0.554
C -3.104 -2.169 -0.373
C -4.309 -2.821 -0.051
C -4.865 -2.674 1.185
C -4.200 -1.916 2.172
C -4.772 -1.666 3.436
H -4.548 -0.739 5.340
H -2.179 -0.171 4.974
H -1.119 -0.605 2.779
H -2.772 -2.252 -1.404
H -4.811 -3.411 -0.805
H -5.811 -3.137 1.421
H -5.771 -2.026 3.633
*
```

Lowest unoccupied orbital energy (eV): -3.764
Kohn-Sham gap (eV): 6.65
Energy (Eh): -4995.60278
Energy relative to the best compared isomer or geometry (same formula, charge and spin) (kcal per mole): 14.2

Results of the Mulliken charge analysis, in e, for atoms 1 through 99: atom 1 (Hf): 1.44, atom 2 (O): -0.54, atom 3 (C): -0.07, atom 4 (O): 0.10, atom 5 (C): 0.26, atom 6 (C): -0.82, atom 7 (C): -0.47, atom 8 (C): -0.81, atom 9 (C): 0.73, atom 10 (N): -0.32, atom 11 (C): -0.03, atom 12 (O): -0.60, atom 13 (O): -0.79, atom 14 (H): 0.39, atom 15 (H): 0.57, atom 16 (H): 0.48, atom 17 (H): 0.59, atom 18 (C): -2.13, atom 19 (C): 1.96, atom 20 (C): -1.62, atom 21 (C): -1.63, atom 22 (C): -0.65, atom 23 (C): -0.29, atom 24 (C): -0.05, atom 25 (Br): -0.04, atom 26 (C): 1.09, atom 27 (O): -1.31, atom 28 (C): -0.62, atom 29 (C): -0.40, atom 30 (C): 2.65, atom 31 (C): -2.42, atom 32 (C): -1.65, atom 33 (C): -1.04, atom 34 (H): 0.44, atom 35 (H): 0.38, atom 36 (H): 0.44, atom 37 (H): 0.46, atom 38 (H): 0.37, atom 39 (H): 0.33, atom 40 (H): 0.46, atom 41 (H): 0.32, atom 42 (H): 0.37, atom 43 (H): 0.55, atom 44 (H): 0.74, atom 45 (H): 0.48, atom 46 (H): 0.45, atom 47 (H): 0.47, atom 48 (H): 0.38, atom 49 (H): 0.19, atom 50 (H): 0.46, atom 51 (H): 0.24, atom 52 (H): 0.60, atom 53 (H): -0.16, atom 54 (C): -1.41, atom 55 (C): 0.84, atom 56 (C): -0.85, atom 57 (C): -0.56, atom 58 (C): 0.11, atom 59 (N): -0.01, atom 60 (C): 0.24, atom 61 (O): -0.66, atom 62 (N): -0.02, atom 63 (C): -0.58, atom 64 (C): -0.34, atom 65 (C): -1.71, atom 66 (C): -0.01, atom 67 (N): 0.51, atom 68 (C): 0.08, atom 69 (C): 0.02, atom 70 (C): -0.88, atom 71 (H): 0.35, atom 72 (H): 0.36, atom 73 (H): 0.30, atom 74 (H): 0.34, atom 75 (H): 0.43, atom 76 (H): 0.26, atom 77 (H): 0.22, atom 78 (H): 0.71, atom 79 (H): 0.50, atom 80 (H): 0.47, atom 81 (H): 0.41, atom 82 (H): 0.58, atom 83 (H): 0.43, atom 84 (C): -0.92, atom 85 (C): -1.10, atom 86 (C): -0.45, atom 87 (C): 0.86, atom 88 (C): 1.23, atom 89 (C): 0.20, atom 90 (C): -1.08, atom 91 (C): -0.98, atom 92 (C): 0.95, atom 93 (C): -0.87, atom 94 (H): 0.43, atom 95 (H): 0.51, atom 96 (H): 0.41, atom 97 (H): 0.39, atom 98 (H): 0.49, atom 99 (H): 0.44



Record 2
Formula: C44H44N4OP2S4Yb
Source: the Open Molecules 2025 dataset
Level of theory: wB97M-V/def2-TZVPD

Structure (ORCA input):
```
! wB97M-V def2-TZVPD RIJCOSX def2/J DEFGRID3
* xyz 1 2
Yb -0.446 -0.240 -0.865
C -1.212 2.869 -1.478
C -2.061 2.197 -2.582
N -1.655 0.798 -2.799
C -1.204 0.470 -4.157
C 0.288 0.020 -4.252
N 1.050 0.065 -2.982
C 1.850 1.300 -2.858
C 0.944 2.498 -2.575
N 0.105 2.223 -1.395
H -1.703 2.743 -0.507
H -1.130 3.945 -1.680
H -1.975 2.761 -3.515
H -3.107 2.236 -2.267
H -2.471 0.210 -2.576
H -1.356 1.326 -4.824
H -1.808 -0.358 -4.538
H 0.800 0.634 -5.002
H 0.301 -1.014 -4.601
H 1.709 -0.713 -3.025
H 2.429 1.493 -3.773
H 2.553 1.179 -2.030
H 1.572 3.385 -2.435
H 0.301 2.667 -3.437
H 0.605 2.608 -0.589
O 2.216 2.035 0.466
S 1.691 0.792 1.065
C 2.014 0.953 2.854
C 3.290 0.900 3.389
C 3.463 0.985 4.760
C 2.361 1.126 5.592
C 1.090 1.225 5.054
C 0.907 1.149 3.673
P -0.794 1.395 3.010
C -0.969 3.202 3.002
C 0.084 4.066 3.291
C -0.100 5.433 3.169
C -1.326 5.940 2.771
C -2.371 5.079 2.468
C -2.193 3.713 2.573
C -1.844 0.636 4.275
C -1.724 -0.746 4.398
C -2.609 -1.445 5.193
C -3.619 -0.768 5.862
C -3.743 0.605 5.731
C -2.857 1.314 4.935
C 2.932 -0.476 0.683
C 4.240 -0.073 0.456
C 5.233 -1.021 0.295
C 4.911 -2.367 0.397
C 3.596 -2.760 0.564
C 2.569 -1.820 0.661
P 0.787 -2.351 0.849
C 1.132 -3.095 2.504
C 0.802 -4.396 2.858
C 1.091 -4.872 4.125
C 1.724 -4.069 5.056
C 2.075 -2.777 4.707
C 1.777 -2.297 3.445
C 0.800 -3.797 -0.300
C -0.078 -4.873 -0.166
C -0.006 -5.963 -1.016
C 0.932 -5.996 -2.031
C 1.755 -4.901 -2.229
C 1.674 -3.805 -1.389
H 4.141 0.779 2.736
H 4.458 0.944 5.176
H 2.496 1.170 6.662
H 0.234 1.386 5.692
H 1.038 3.678 3.613
H 0.721 6.101 3.381
H -1.469 7.008 2.696
H -3.324 5.468 2.141
H -2.993 3.028 2.317
H -0.949 -1.266 3.846
H -2.521 -2.518 5.274
H -4.317 -1.313 6.478
H -4.542 1.130 6.230
H -2.961 2.383 4.819
H 4.453 0.985 0.404
H 6.250 -0.713 0.111
H 5.691 -3.108 0.332
H 3.348 -3.811 0.605
H 0.341 -5.059 2.145
H 0.819 -5.887 4.376
H 1.951 -4.453 6.039
H 2.590 -2.141 5.413
H 2.073 -1.292 3.191
H -0.857 -4.864 0.578
H -0.690 -6.788 -0.880
H 1.004 -6.856 -2.680
H 2.472 -4.906 -3.037
H 2.315 -2.951 -1.578
S -3.334 -0.280 -0.493
C -2.414 -1.783 -0.478
S -1.646 0.669 1.312
S -1.539 -2.319 -1.958
N -1.627 -2.872 1.624
C -2.218 -2.459 0.618
H -2.048 -3.619 2.174
*
```

Lowest unoccupied orbital energy (alpha / beta) (eV): -2.660 / -2.660
Kohn-Sham gap (alpha / beta) (eV): 6.45 / 6.46
Energy (Eh): -5431.33688
Expectation value of S²: 0.7509
Energy relative to the best compared isomer or geometry (same formula, charge and spin) (kcal per mole): 7.3

Results of the Mulliken charge analysis, in e, for atoms 1 through 99: atom 1 (Yb): 0.70, atom 2 (C): -0.03, atom 3 (C): -1.02, atom 4 (N): -0.21, atom 5 (C): -0.78, atom 6 (C): -0.72, atom 7 (N): -0.06, atom 8 (C): -0.62, atom 9 (C): -0.85, atom 10 (N): 0.02, atom 11 (H): -0.27, atom 12 (H): 0.67, atom 13 (H): 0.26, atom 14 (H): 0.47, atom 15 (H): 0.48, atom 16 (H): 0.33, atom 17 (H): 0.44, atom 18 (H): 0.30, atom 19 (H): 0.43, atom 20 (H): 0.26, atom 21 (H): 0.51, atom 22 (H): 0.05, atom 23 (H): 0.59, atom 24 (H): 0.35, atom 25 (H): 0.29, atom 26 (O): -1.08, atom 27 (S): 2.10, atom 28 (C): -0.57, atom 29 (C): 0.07, atom 30 (C): -0.92, atom 31 (C): -1.02, atom 32 (C): -1.10, atom 33 (C): 0.40, atom 34 (P): 2.07, atom 35 (C): 0.72, atom 36 (C): -0.54, atom 37 (C): -0.81, atom 38 (C): -0.62, atom 39 (C): -0.87, atom 40 (C): -0.64, atom 41 (C): -0.41, atom 42 (C): 0.07, atom 43 (C): -0.75, atom 44 (C): -0.71, atom 45 (C): -0.73, atom 46 (C): -0.49, atom 47 (C): -0.11, atom 48 (C): -0.28, atom 49 (C): -1.03, atom 50 (C): -1.09, atom 51 (C): -0.25, atom 52 (C): -1.13, atom 53 (P): 2.32, atom 54 (C): 0.82, atom 55 (C): -0.97, atom 56 (C): -0.71, atom 57 (C): -1.04, atom 58 (C): -0.45, atom 59 (C): 0.05, atom 60 (C): 1.19, atom 61 (C): -0.61, atom 62 (C): -0.82, atom 63 (C): -0.81, atom 64 (C): -0.93, atom 65 (C): -0.65, atom 66 (H): 0.56, atom 67 (H): 0.41, atom 68 (H): 0.45, atom 69 (H): 0.58, atom 70 (H): 0.39, atom 71 (H): 0.46, atom 72 (H): 0.43, atom 73 (H): 0.45, atom 74 (H): 0.57, atom 75 (H): 0.26, atom 76 (H): 0.49, atom 77 (H): 0.40, atom 78 (H): 0.44, atom 79 (H): 0.49, atom 80 (H): 0.68, atom 81 (H): 0.49, atom 82 (H): 0.49, atom 83 (H): 0.69, atom 84 (H): 0.28, atom 85 (H): 0.48, atom 86 (H): 0.41, atom 87 (H): 0.49, atom 88 (H): -0.02, atom 89 (H): 0.19, atom 90 (H): 0.47, atom 91 (H): 0.42, atom 92 (H): 0.48, atom 93 (H): 0.53, atom 94 (S): -0.35, atom 95 (C): -0.26, atom 96 (S): -0.27, atom 97 (S): -0.32, atom 98 (N): -0.22, atom 99 (C): 0.42